1.
{"formula": "C5H12NO4", "method": "ωB97M-V/def2-TZVPD", "relative_energy_kcal_mol": 76.8, "homo_ev": -12.14, "total_charge": 1, "symbols": ["C", "C", "C", "C", "C", "N", "O", "O", "O", "O", "H", "H", "H", "H", "H", "H", "H", "H", "H", "H", "H", "H"], "coordinates": [[3.3238, -0.3972, 0.6117], [2.2729, 0.3762, 0.8629], [-2.0930, -1.4216, -0.7707], [-2.0148, -0.2664, 0.1067], [0.0792, 0.6745, -0.4325], [0.9679, -0.1033, 0.5610], [-2.8905, 0.7877, -0.0191], [-1.7712, -0.6566, 1.3829], [0.5212, 0.3119, -1.7028], [0.0609, 2.0196, -0.0560], [4.3103, 0.1461, 0.7959], [3.3160, -1.4477, 0.2665], [2.3011, 1.3871, 1.0545], [-2.8552, -2.1302, -0.2492], [-1.0098, -1.8597, -0.7425], [-2.5734, -1.1034, -1.7660], [0.4273, -0.2379, 1.4282], [1.0922, -0.9263, 0.0253], [-3.0354, 1.1322, -0.9317], [-1.9438, 0.0379, 2.0579], [0.6797, 1.1143, -2.2411], [0.8344, 2.5628, -0.2420]], "nbo_charge": [-0.33, -0.09, -0.71, 0.71, 0.48, -0.58, -0.68, -0.70, -0.73, -0.73, 0.25, 0.23, 0.21, 0.27, 0.24, 0.26, 0.45, 0.44, 0.52, 0.52, 0.50, 0.48]}

---

2.
{"formula": "C61H143F2N9O15S2", "method": "ωB97M-V/def2-TZVPD", "spin_multiplicity": 2, "homo_ev": [-9.33, -9.33], "s2": 0.754, "total_charge": 1, "symbols": ["O", "H", "H", "H", "N", "S", "O", "O", "F", "S", "O", "O", "F", "C", "C", "O", "H", "H", "H", "H", "H", "H", "C", "C", "O", "H", "H", "H", "H", "H", "H", "C", "C", "C", "C", "C", "C", "N", "O", "C", "C", "C", "H", "H", "H", "H", "H", "H", "H", "H", "H", "H", "H", "H", "H", "H", "H", "H", "H", "H", "H", "C", "C", "C", "C", "C", "C", "N", "O", "C", "C", "C", "H", "H", "H", "H", "H", "H", "H", "H", "H", "H", "H", "H", "H", "H", "H", "H", "H", "H", "H", "C", "C", "C", "C", "C", "C", "N", "O", "C", "C", "C", "H", "H", "H", "H", "H", "H", "H", "H", "H", "H", "H", "H", "H", "H", "H", "H", "H", "H", "H", "C", "C", "C", "C", "C", "C", "N", "O", "C", "C", "C", "H", "H", "H", "H", "H", "H", "H", "H", "H", "H", "H", "H", "H", "H", "H", "H", "H", "H", "H", "C", "C", "C", "C", "C", "C", "N", "O", "C", "C", "C", "H", "H", "H", "H", "H", "H", "H", "H", "H", "H", "H", "H", "H", "H", "H", "H", "H", "H", "H", "C", "C", "C", "O", "C", "N", "H", "H", "H", "H", "H", "H", "H", "H", "H", "H", "H", "C", "C", "C", "O", "C", "N", "H", "H", "H", "H", "H", "H", "H", "H", "H", "H", "H", "C", "C", "C", "O", "C", "N", "H", "H", "H", "H", "H", "H", "H", "H", "H", "H", "H"], "coordinates": [[20.5840, -14.2441, -1.8602], [21.0386, -13.7860, -2.5708], [21.0338, -14.2704, -1.0124], [19.7098, -13.8710, -1.7255], [21.6431, -12.8626, -3.6174], [22.9172, -12.0701, -3.6130], [22.8564, -10.9608, -2.6045], [23.7498, -11.8930, -4.8006], [23.7678, -13.1697, -2.7936], [20.9055, -11.7413, -4.7336], [21.2499, -11.7882, -6.1530], [20.4888, -10.4729, -4.1457], [19.4359, -12.4406, -4.9119], [24.8922, -14.3894, -8.3851], [24.8240, -12.8642, -8.0779], [26.0837, -12.4291, -7.5598], [25.7710, -14.5104, -9.0183], [24.0279, -14.7766, -8.9247], [25.0385, -14.9900, -7.4874], [24.1040, -12.8538, -7.2596], [24.4654, -12.4115, -9.0023], [26.0633, -11.5491, -7.1766], [21.7741, -16.2147, -6.9342], [21.9574, -15.0890, -5.9778], [21.7765, -15.4428, -4.6444], [22.4218, -17.0512, -6.6718], [22.0345, -15.8131, -7.9134], [20.7541, -16.5983, -6.9596], [21.3401, -14.2192, -6.2024], [22.9671, -14.7067, -6.1276], [21.7123, -14.5856, -4.2170], [18.0914, -16.2879, -0.4239], [17.4858, -14.9578, 0.0542], [17.8843, -14.8132, 1.5451], [17.7258, -13.4173, 2.1903], [18.5331, -12.3922, 1.3091], [18.0514, -12.4042, -0.1583], [18.0730, -13.7882, -0.6686], [17.8470, -13.8131, -2.0748], [16.6169, -11.7563, -0.2574], [19.0837, -11.5672, -0.9211], [15.8581, -15.1096, 0.0340], [19.0670, -16.6394, -0.0880], [18.1467, -16.2746, -1.5124], [17.4332, -17.1373, -0.2408], [17.2116, -15.4906, 2.0711], [18.9030, -15.1814, 1.6668], [18.1996, -13.4573, 3.1711], [16.6844, -13.0958, 2.2054], [19.5995, -12.5326, 1.4859], [18.1836, -11.4607, 1.7543], [16.2907, -11.7098, -1.2964], [15.8720, -12.3014, 0.3224], [16.5678, -10.7131, 0.0547], [19.0119, -10.5385, -0.5680], [20.0872, -11.9706, -0.7850], [18.8345, -11.4703, -1.9778], [15.4986, -14.9066, -0.9747], [15.4057, -14.4022, 0.7291], [15.3866, -16.0729, 0.2286], [16.9216, -13.5581, -2.0670], [18.4483, -14.6704, -9.8370], [19.0596, -13.3072, -10.3463], [20.1839, -12.8834, -9.4091], [21.0528, -11.8377, -9.9155], [21.6595, -12.2523, -11.2019], [20.6770, -12.6936, -12.2876], [19.6110, -13.5633, -11.7060], [18.7618, -14.1274, -12.5900], [19.9845, -11.4910, -12.9396], [21.5042, -13.4672, -13.3388], [17.8963, -12.2059, -10.4362], [19.1372, -15.5081, -9.9448], [17.5841, -14.8886, -10.4644], [18.0717, -14.6160, -8.8156], [19.8507, -12.5301, -8.4332], [20.7928, -13.7341, -9.1029], [21.8356, -11.6591, -9.1784], [20.4498, -10.9401, -10.0524], [22.4276, -13.0080, -11.0375], [22.0994, -11.3389, -11.6022], [19.6556, -10.6971, -12.2690], [20.6368, -11.0190, -13.6743], [19.1817, -11.8591, -13.5784], [20.9193, -13.5137, -14.2574], [22.3866, -12.9098, -13.6531], [21.8677, -14.4523, -13.0464], [17.3078, -12.1096, -9.5237], [17.1124, -12.3084, -11.1866], [18.2309, -11.2027, -10.7001], [19.1426, -15.0085, -12.5798], [15.5260, -5.8387, -2.8074], [15.7331, -6.8439, -1.6637], [16.3730, -8.1314, -2.3442], [17.9213, -8.0744, -2.6184], [18.7011, -7.7352, -1.3559], [18.1379, -6.4016, -0.7415], [16.6448, -6.3264, -0.6226], [16.2368, -5.2923, 0.2308], [18.7907, -6.3757, 0.7111], [18.7108, -5.1662, -1.4164], [14.3735, -7.1442, -1.0203], [16.4857, -5.5640, -3.2453], [14.9928, -4.9321, -2.5215], [15.0349, -6.2128, -3.7057], [16.1343, -9.0799, -1.8632], [15.9145, -8.2992, -3.3188], [18.1353, -7.3098, -3.3651], [18.2132, -8.9434, -3.2080], [19.6838, -7.5263, -1.7789], [18.7701, -8.5767, -0.6666], [19.8801, -6.3401, 0.7057], [18.5663, -5.4450, 1.2323], [18.3828, -7.0901, 1.4262], [18.7374, -4.2247, -0.8678], [19.7046, -5.3800, -1.8096], [18.1989, -4.9586, -2.3561], [13.6534, -7.5788, -1.7136], [13.8643, -6.3119, -0.5344], [14.5539, -7.8308, -0.1931], [16.1361, -5.6718, 1.1068], [19.2821, -5.3064, -10.1443], [19.4060, -6.6521, -9.4589], [20.7045, -6.6586, -8.6063], [20.7341, -7.8454, -7.6099], [19.4197, -7.8564, -6.7809], [18.1165, -7.9966, -7.6591], [18.1902, -6.9468, -8.6716], [17.0403, -6.8449, -9.3607], [17.9468, -9.4657, -8.1537], [16.9322, -7.7784, -6.7280], [19.6043, -7.7245, -10.5714], [19.0012, -4.5665, -9.3948], [18.5101, -5.1293, -10.8932], [20.2550, -5.0530, -10.5654], [21.6564, -6.7956, -9.1192], [20.9159, -5.7135, -8.1060], [21.5323, -7.7021, -6.8817], [20.8485, -8.7922, -8.1376], [19.3558, -6.9352, -6.2017], [19.5036, -8.6476, -6.0359], [17.7409, -10.1916, -7.3671], [17.0499, -9.5511, -8.7673], [18.7420, -9.8640, -8.7838], [15.9597, -7.9967, -7.1692], [16.9222, -8.3427, -5.7955], [16.9598, -6.7316, -6.4255], [20.4404, -7.6716, -11.2686], [18.6543, -7.8395, -11.0934], [19.8523, -8.6830, -10.1153], [16.4949, -6.2827, -8.8058], [16.2848, -11.6523, -4.6051], [14.8701, -12.1719, -4.7926], [14.2609, -11.6645, -6.1963], [14.8981, -12.3448, -7.4832], [14.9057, -13.8755, -7.2883], [15.5961, -14.3763, -5.9260], [14.9699, -13.6140, -4.7956], [15.2198, -14.1895, -3.5320], [15.2032, -15.9284, -5.8187], [17.1627, -14.2811, -5.9845], [13.9325, -11.6346, -3.7476], [16.3368, -10.5881, -4.3752], [16.7185, -11.7118, -5.6033], [16.9134, -12.0557, -3.8112], [13.1896, -11.8466, -6.2817], [14.3522, -10.5858, -6.3235], [15.9264, -11.9952, -7.5745], [14.3652, -12.0167, -8.3757], [15.2530, -14.2616, -8.2466], [13.8535, -14.1522, -7.2215], [15.4228, -16.4099, -6.7716], [15.6866, -16.4059, -4.9665], [14.1437, -16.0616, -5.5998], [17.6700, -14.2387, -5.0206], [17.5963, -15.1939, -6.3930], [17.5591, -13.4522, -6.5709], [14.2653, -11.8617, -2.7348], [12.9613, -12.1269, -3.7970], [13.8279, -10.5773, -3.9910], [14.4602, -14.7608, -3.3969], [25.0007, -17.7823, -4.8401], [25.2300, -16.6060, -3.8966], [25.7667, -15.3323, -4.5679], [26.3245, -14.3626, -3.6876], [26.7381, -13.1667, -4.3434], [24.0574, -16.5273, -3.0028], [24.9147, -17.4670, -5.8800], [24.2508, -18.5281, -4.5762], [25.8716, -18.4377, -4.8322], [26.0350, -16.9027, -3.2243], [24.9750, -14.8880, -5.1712], [26.6407, -15.6762, -5.1210], [25.9796, -12.6289, -4.9123], [27.4589, -13.3980, -5.1276], [27.1697, -12.4500, -3.6448], [23.7496, -17.4085, -2.6169], [23.3016, -16.1702, -3.5697], [26.4175, -6.4580, -1.7025], [25.5224, -7.6994, -1.7385], [25.6875, -8.5688, -2.9578], [25.3743, -7.9801, -4.1992], [23.9718, -7.7223, -4.4738], [25.8553, -8.4257, -0.5111], [26.0330, -5.6869, -1.0348], [26.4310, -5.9420, -2.6626], [27.4629, -6.6557, -1.4654], [24.4676, -7.4481, -1.6272], [25.1033, -9.4868, -2.8923], [26.7511, -8.7872, -3.0535], [23.3825, -8.6388, -4.5041], [23.8429, -7.2305, -5.4379], [23.5415, -7.0420, -3.7388], [26.1824, -7.6827, 0.0899], [26.7289, -8.9102, -0.6600], [22.0540, -8.6762, -0.4648], [22.6736, -9.3591, 0.7627], [21.6318, -9.8823, 1.6974], [22.3158, -10.6384, 2.7364], [21.5100, -10.8186, 3.8801], [23.6053, -10.3915, 0.2378], [22.7557, -8.0177, -0.9768], [21.3050, -7.9648, -0.1170], [21.6980, -9.3308, -1.2603], [23.1178, -8.5231, 1.3029], [20.9264, -10.5374, 1.1860], [21.0464, -9.1234, 2.2165], [21.0410, -9.8945, 4.2180], [22.1561, -11.1608, 4.6886], [20.7373, -11.5590, 3.6731], [23.1525, -10.7582, -0.5871], [24.3748, -9.9326, -0.2284]], "lowdin_charge": [0.29, 0.01, 0.18, 0.08, -0.28, 0.48, -0.30, -0.25, -0.16, 0.64, -0.28, -0.25, -0.20, -0.08, -0.29, -0.07, 0.08, 0.05, 0.05, 0.08, 0.10, 0.09, -0.06, -0.35, -0.08, 0.08, 0.06, 0.08, 0.09, 0.09, 0.00, -0.04, -0.43, -0.14, -0.14, -0.13, -0.47, -0.11, -0.03, 0.01, -0.02, 0.00, 0.08, 0.08, 0.08, 0.12, 0.11, 0.11, 0.10, 0.11, 0.12, 0.06, 0.07, 0.09, 0.07, 0.08, 0.08, 0.05, 0.06, 0.08, 0.05, 0.01, -0.36, -0.15, -0.20, -0.13, -0.44, 0.06, 0.12, 0.01, -0.01, 0.03, 0.09, 0.08, 0.08, 0.13, 0.13, 0.13, 0.10, 0.13, 0.14, 0.08, 0.11, 0.10, 0.09, 0.11, 0.10, 0.08, 0.10, 0.06, 0.16, -0.04, -0.47, -0.10, -0.17, -0.13, -0.43, -0.11, 0.00, -0.05, -0.04, -0.04, 0.06, 0.09, 0.07, 0.09, 0.09, 0.10, 0.09, 0.10, 0.09, 0.07, 0.07, 0.08, 0.09, 0.08, 0.06, 0.08, 0.08, 0.08, 0.10, -0.04, -0.47, -0.12, -0.15, -0.11, -0.47, -0.14, 0.01, -0.03, -0.04, -0.04, 0.09, 0.08, 0.09, 0.12, 0.12, 0.10, 0.09, 0.12, 0.10, 0.07, 0.08, 0.04, 0.08, 0.07, 0.09, 0.08, 0.08, 0.03, 0.11, -0.02, -0.50, -0.08, -0.18, -0.12, -0.39, -0.12, -0.02, -0.03, -0.04, -0.03, 0.07, 0.06, 0.07, 0.11, 0.11, 0.06, 0.11, 0.10, 0.11, 0.08, 0.07, 0.08, 0.07, 0.07, 0.05, 0.07, 0.09, 0.09, 0.11, -0.07, -0.40, -0.18, -0.18, -0.10, 0.04, 0.06, 0.08, 0.07, 0.13, 0.10, 0.13, 0.04, 0.08, 0.09, 0.06, 0.02, -0.06, -0.43, -0.20, -0.18, -0.07, 0.04, 0.08, 0.07, 0.08, 0.10, 0.11, 0.13, 0.07, 0.08, 0.08, 0.07, 0.08, -0.06, -0.39, -0.19, -0.19, -0.12, 0.07, 0.06, 0.05, 0.06, 0.14, 0.10, 0.12, 0.08, 0.09, 0.07, 0.01, 0.02]}

---

3.
{"formula": "C5H3ClN2O3", "method": "ωB97M-V/def2-TZVPD", "smiles": "O=C(O)c1cc(Cl)nnc1O", "relative_energy_kcal_mol": 4.6, "homo_ev": -10.30, "symbols": ["O", "C", "O", "C", "C", "C", "Cl", "N", "N", "C", "O", "H", "H", "H"], "coordinates": [[0.4602, 1.5106, 2.3322], [0.4850, 0.4417, 1.7307], [0.9090, -0.6891, 2.4174], [0.0109, 0.2091, 0.4075], [-1.2934, 0.1157, 0.0259], [-1.5918, -0.1506, -1.4133], [-3.2454, -0.3357, -1.8236], [-0.6891, -0.3252, -2.2580], [0.6200, -0.1745, -1.9061], [0.9524, 0.0639, -0.6491], [2.2529, 0.1700, -0.3933], [0.7685, -1.4067, 2.0123], [-2.1656, 0.3296, 0.7788], [2.5263, 0.2410, -1.2613]], "nbo_charge": [-0.50, 0.76, -0.64, -0.24, -0.14, 0.14, 0.05, -0.21, -0.30, 0.49, -0.62, 0.46, 0.26, 0.50]}

---

Looking at E for the records above, in order, we have -553.06008, -5026.66284, -987.69876 hartree.